{
  "formula": "C6H10O2",
  "method": "ωB97M-V with the def2-TZVPD basis set",
  "e_homo_ev": -9.674,
  "spin_multiplicity": 1,
  "homo_lumo_gap_ev": 10.4819,
  "symbols": ["C", "C", "C", "C", "C", "C", "H", "H", "H", "H", "H", "H", "H", "H", "H", "H", "O", "O"],
  "positions_angstrom": [[-1.04540, -0.34793, -0.55723], [-0.85847, -0.76385, 0.86162], [-0.47993, 0.69599, 1.14368], [-0.11769, 0.74882, -0.30755], [1.23231, 0.31793, -0.68573], [2.10393, -0.47829, 0.01179], [-0.03257, -1.78670, -1.33207], [-2.04951, 0.13250, -0.61269], [-1.71249, -1.34055, 1.48071], [0.01348, -1.44947, 0.94347], [0.30439, 1.01291, 1.83529], [-1.41155, 1.41588, 1.28888], [-1.09263, 2.45549, -0.50362], [1.55393, 0.60935, -1.64840], [3.08210, -0.76675, -0.30110], [1.71752, -1.03585, 0.99645], [-0.91362, -1.33771, -1.53502], [-0.29378, 1.91823, -1.07848]],
  "atomic_forces_ev_per_a": [[-3.301, -1.744, -0.329], [-1.540, -2.545, 3.191], [-1.236, 1.910, 1.035], [1.749, 1.460, -1.794], [3.259, -2.235, 2.007], [-3.215, -0.266, 1.605], [-1.608, 0.795, -0.565], [0.366, -0.563, -0.542], [1.641, 1.631, -1.510], [-0.651, 0.615, -0.002], [-0.184, -0.372, 0.096], [1.629, -1.637, -0.050], [3.311, -2.002, -2.796], [0.200, 0.663, -0.923], [0.381, 0.027, -0.479], [1.364, 1.696, -2.070], [1.737, -0.431, 0.135], [-3.902, 2.997, 2.991]]
}